1.
C18H16Cl3FN2SSiV | ωB97M-V with the def2-TZVPD basis set

XYZ file:
```
43
Properties=species:S:1:pos:R:3:lowdin_charge:R:1
C 0.50 -1.98 0.87 -0.02
H -3.47 1.59 -2.40 0.11
V 1.17 -0.87 -1.63 0.59
C 0.91 0.33 3.68 -0.04
C -0.18 2.10 -1.83 -0.58
H 1.78 -0.21 4.04 0.12
C -0.19 3.47 -1.55 -0.10
C -1.35 1.42 -2.13 -0.10
C -1.31 1.70 2.75 -0.06
C 1.76 -0.02 1.34 -0.16
C -2.55 2.11 -2.16 -0.06
S 1.39 1.29 -1.73 0.81
H -0.52 1.38 0.79 0.09
H -2.17 2.24 2.39 0.11
F 0.68 -1.11 -3.31 -0.39
C -1.10 -4.35 -1.32 -0.02
H 0.73 3.98 -1.31 0.11
C -0.15 -2.80 -0.02 -0.30
H -0.67 -3.17 -3.18 0.13
C -2.57 3.48 -1.89 -0.06
H 2.25 0.78 0.78 0.08
C -1.13 1.51 4.12 -0.07
N 1.14 -0.93 0.34 -0.14
H -1.01 -4.64 0.87 0.13
Si 3.36 -1.94 -1.99 -0.72
Cl 4.68 -0.47 -1.57 0.35
C -0.63 -3.30 -2.11 -0.06
C -1.40 4.15 -1.59 -0.06
H 0.12 0.67 5.64 0.11
C -0.02 0.82 4.58 -0.07
H -3.51 4.02 -1.92 0.11
C 0.75 0.52 2.31 -0.24
N -0.06 -2.35 -1.33 -0.08
C -0.37 1.21 1.85 -0.03
H -1.41 5.21 -1.39 0.12
H 2.54 -0.57 1.86 0.13
H -1.86 1.89 4.82 0.11
Cl 3.53 -3.47 -0.67 0.34
Cl 3.57 -2.63 -3.87 0.37
H -1.59 -5.23 -1.69 0.11
C -0.80 -4.04 0.00 0.04
H -1.35 0.36 -2.36 0.09
H 0.51 -2.14 1.94 0.16
```

Results
energy = -106589.216 eV
Kohn-Sham gap (spin up / spin down) = 6.5 / 6.5 eV
LUMO (spin up / spin down) = -5.468 / -5.463 eV
total charge = +1
relative energy (zero: lowest compared OMol25 entry of this formula, charge and spin) = 0.0 kcal/mol

---

2.
C18H16ErN3O12S | ωB97M-V with the def2-TZVPD basis set

XYZ file:
```
51
Properties=species:S:1:pos:R:3:mulliken_spin:R:1
O -0.25 1.75 1.72 0.00
O 4.60 -5.10 -0.57 0.00
N -0.64 -4.04 2.03 0.00
O -1.66 -0.97 -1.72 0.00
O -1.73 -3.62 1.68 0.00
H 2.88 5.92 2.48 0.00
C 2.40 5.96 0.40 0.00
C -3.40 1.24 1.17 0.00
H 1.75 5.79 -1.66 0.00
H 3.64 -2.95 -0.96 0.00
C 0.70 3.87 0.96 0.00
N -1.02 2.67 -0.19 0.00
H -4.27 -1.02 0.33 0.00
O -0.96 4.20 -2.28 0.00
H 1.42 -5.58 1.58 0.00
H -3.95 1.95 0.55 0.00
O -0.47 -4.82 2.95 0.00
H -2.69 1.76 1.79 0.00
C 0.54 -3.66 1.23 0.00
H -2.21 -2.21 -0.18 0.00
C 1.52 -4.63 1.09 0.00
C -2.69 -1.62 -0.96 0.00
C 0.64 -2.38 0.65 0.00
C 1.80 -2.17 -0.15 0.00
C -1.51 -1.38 -3.08 0.00
O -0.21 -1.41 0.81 -0.01
H -0.66 -0.85 -3.49 0.00
Er -0.24 0.48 -0.34 3.03
H -4.10 0.01 -1.11 0.00
H 3.06 6.79 0.21 0.00
C 2.61 -4.35 0.30 0.00
O 1.08 -0.65 -1.81 0.00
H -3.26 -2.29 -1.60 0.00
O 0.60 2.29 -1.93 0.00
O 3.49 -6.45 0.69 0.00
C 2.77 -3.12 -0.34 0.00
C 0.83 4.37 -0.33 0.00
C 2.29 5.46 1.70 0.00
H 1.36 3.99 2.99 0.00
H -2.42 -1.14 -3.64 0.00
C 1.45 4.40 1.99 0.00
S -0.19 3.41 -1.39 0.00
C 1.67 5.41 -0.65 0.00
C 1.73 -0.81 -0.74 -0.01
O 1.92 0.19 0.02 0.00
N 3.65 -5.38 0.13 0.00
C -3.55 -0.57 -0.36 0.00
H -4.09 0.69 1.81 0.00
H -1.31 -2.45 -3.12 0.00
C -0.25 2.72 0.95 0.00
O -2.68 0.31 0.36 0.00
```

Results
energy = -86420.298 eV
spin multiplicity = 4
Kohn-Sham gap (spin up / spin down) = 8.1 / 8.1 eV
LUMO (spin up / spin down) = -0.724 / -0.723 eV
total charge = 0

---

Copy entry 1 word for word.
C18H16Cl3FN2SSiV | ωB97M-V with the def2-TZVPD basis set

XYZ file:
```
43
Properties=species:S:1:pos:R:3:lowdin_charge:R:1
C 0.50 -1.98 0.87 -0.02
H -3.47 1.59 -2.40 0.11
V 1.17 -0.87 -1.63 0.59
C 0.91 0.33 3.68 -0.04
C -0.18 2.10 -1.83 -0.58
H 1.78 -0.21 4.04 0.12
C -0.19 3.47 -1.55 -0.10
C -1.35 1.42 -2.13 -0.10
C -1.31 1.70 2.75 -0.06
C 1.76 -0.02 1.34 -0.16
C -2.55 2.11 -2.16 -0.06
S 1.39 1.29 -1.73 0.81
H -0.52 1.38 0.79 0.09
H -2.17 2.24 2.39 0.11
F 0.68 -1.11 -3.31 -0.39
C -1.10 -4.35 -1.32 -0.02
H 0.73 3.98 -1.31 0.11
C -0.15 -2.80 -0.02 -0.30
H -0.67 -3.17 -3.18 0.13
C -2.57 3.48 -1.89 -0.06
H 2.25 0.78 0.78 0.08
C -1.13 1.51 4.12 -0.07
N 1.14 -0.93 0.34 -0.14
H -1.01 -4.64 0.87 0.13
Si 3.36 -1.94 -1.99 -0.72
Cl 4.68 -0.47 -1.57 0.35
C -0.63 -3.30 -2.11 -0.06
C -1.40 4.15 -1.59 -0.06
H 0.12 0.67 5.64 0.11
C -0.02 0.82 4.58 -0.07
H -3.51 4.02 -1.92 0.11
C 0.75 0.52 2.31 -0.24
N -0.06 -2.35 -1.33 -0.08
C -0.37 1.21 1.85 -0.03
H -1.41 5.21 -1.39 0.12
H 2.54 -0.57 1.86 0.13
H -1.86 1.89 4.82 0.11
Cl 3.53 -3.47 -0.67 0.34
Cl 3.57 -2.63 -3.87 0.37
H -1.59 -5.23 -1.69 0.11
C -0.80 -4.04 0.00 0.04
H -1.35 0.36 -2.36 0.09
H 0.51 -2.14 1.94 0.16
```

Results
energy = -106589.216 eV
Kohn-Sham gap (spin up / spin down) = 6.5 / 6.5 eV
LUMO (spin up / spin down) = -5.468 / -5.463 eV
total charge = +1
relative energy (zero: lowest compared OMol25 entry of this formula, charge and spin) = 0.0 kcal/mol